[1]
Computed, not measured: a cluster of 2 separate species, C5H12N in total at a distorted geometry, with wB97M-V/def2-TZVPD.

Properties
gap between HOMO and LUMO: 9.199 eV
energy above the lowest of the compared OMol25 structures with the same formula, charge and spin: 484.7 kJ/mol
largest force on an atom: 5.6 eV/A
LUMO level: -3.8700 eV
total charge: +1

Geometry (Å):
C -1.43 -1.25 2.25
C -1.37 -2.01 1.34
C -1.19 -2.77 0.21
C 1.29 2.22 -1.49
C 0.28 0.25 -0.14
N 0.89 1.67 0.14
H -0.41 0.03 0.54
H -1.69 -0.33 2.79
H -0.38 -2.25 -0.26
H -2.09 -2.53 -0.38
H -0.97 -3.80 0.17
H 2.38 2.29 -1.51
H 1.02 1.41 -2.26
H 0.81 3.18 -1.56
H 1.28 -0.17 -0.10
H -0.16 0.14 -1.16
H 1.61 1.55 0.87
H 0.12 2.37 0.55



[2]
Computed, not measured: a cluster of 3 separate species, C3H4N4O4S2 in total at a distorted geometry, with wB97M-V/def2-TZVPD.

Properties
gap between HOMO and LUMO (alpha / beta): 8.414 / 5.974 eV
energy above the lowest of the compared OMol25 structures with the same formula, charge and spin: 106.2 kJ/mol
largest force on an atom: 2.4 eV/A
LUMO level (alpha / beta): -1.2983 / -2.8012 eV

Geometry (Å):
C -1.87 -0.74 1.46
C -1.18 -1.83 -1.36
C 1.61 -0.10 0.17
N -3.01 -0.86 1.64
N 3.03 1.33 1.30
N -0.65 -0.71 1.10
N 2.81 0.62 0.28
O -1.46 -0.79 -1.75
O 1.42 -0.88 -0.74
O -3.40 1.82 -0.48
O -0.94 -2.89 -1.01
S 3.87 0.43 -1.08
S 0.50 0.32 1.45
H 3.89 1.87 1.28
H -4.32 2.00 -0.28
H -3.28 0.87 -0.34
H 3.00 -0.46 -1.62



[3]
Computed, not measured: an isolated molecule of C3H4S2 at a distorted geometry, with wB97M-V/def2-TZVPD.

Properties
gap between HOMO and LUMO (alpha / beta): 6.329 / 7.366 eV
energy above the lowest of the compared OMol25 structures with the same formula, charge and spin: 310.2 kJ/mol
largest force on an atom: 4.1 eV/A
LUMO level (alpha / beta): 0.8013 / -1.8396 eV
2S+1: 3

Geometry (Å):
C 0.39 -0.44 -0.53
C 1.51 0.15 -0.07
C -1.07 -0.67 -0.47
S 3.13 0.53 0.07
S -2.00 0.76 0.07
H -1.25 -1.16 -1.49
H -1.08 -1.45 0.32
H 3.22 -0.36 1.01
H -2.13 1.44 -0.95